Entry 1:
The following is a quantum chemistry calculation of C19H55N5O10 as an isolated structure, from the OMol25 dataset.

Energy above the lowest of the compared OMol25 structures with the same formula, charge and spin ... 2191.7 kJ/mol
E_HOMO ... -8.124 eV
HOMO-LUMO gap ... 0.311 Ha
Total charge ... 0

Geometry as XYZ:
```
89
Properties=species:S:1:pos:R:3:forces:R:3:lowdin_charge:R:1
C 3.76112 1.54686 -0.16478 -0.08 0.97 -1.31 -0.798
O 4.56158 2.18802 -0.80590 1.84 1.16 -0.97 0.047
N 2.48527 1.65712 -0.34615 1.25 -4.12 7.79 0.168
N 4.10065 0.61255 0.66535 2.74 -2.80 2.89 0.171
H 1.94514 1.21052 0.38112 -0.35 0.29 -0.22 0.109
H 2.19157 2.30376 -1.06426 2.81 1.05 5.58 -0.216
H 3.44611 0.11199 1.24939 0.41 0.20 -0.09 0.085
H 5.09430 0.64829 0.84278 -0.16 -0.64 0.53 0.125
C -0.61666 0.36920 -5.97252 0.00 -1.43 0.21 -0.085
O -0.23591 -0.00191 -4.62216 0.92 1.39 -0.47 -0.161
C 0.52984 1.05453 -3.93991 0.59 -0.92 -1.62 -0.140
C 1.39743 0.42379 -2.80996 4.97 -0.18 -8.68 -0.396
N 2.77122 0.11621 -3.23839 -0.29 0.14 -0.69 0.037
C 3.49222 -0.86208 -2.40332 -0.16 1.22 0.42 -0.164
C 3.09500 -2.31086 -2.43083 -1.29 1.82 0.36 -0.275
O 3.55990 -2.82404 -3.60246 1.49 -2.05 -0.49 -0.165
C 3.54943 -4.25190 -3.59010 -0.26 0.50 -1.05 -0.084
H 0.21702 0.44522 -6.67059 0.49 0.56 0.39 0.084
H -1.30067 1.21150 -6.07631 0.16 0.21 0.43 0.089
H -1.11628 -0.51419 -6.37014 -0.39 0.00 0.27 0.084
H -0.24284 1.72184 -3.55813 0.39 0.49 -0.35 0.103
H 1.17991 1.55985 -4.65416 -0.08 0.24 -0.40 0.135
H 0.85092 -0.49084 -2.57997 3.71 -0.56 -5.88 0.038
H 1.44745 1.09650 -1.95377 0.80 -3.87 -2.31 0.006
H 2.69766 -0.31954 -4.14659 0.22 0.07 -0.51 0.112
H 3.44153 -0.57810 -1.35219 0.10 0.49 -0.15 0.095
H 4.52385 -0.77549 -2.74441 0.16 -0.25 0.34 0.135
H 2.01637 -2.45800 -2.48564 -0.64 0.23 0.62 0.129
H 3.41789 -2.65297 -1.44757 0.61 -1.13 -0.26 0.132
H 3.64257 -4.49929 -4.64755 0.04 -0.47 0.16 0.090
H 2.59832 -4.62029 -3.20566 -0.18 -0.07 -0.01 0.085
H 4.35320 -4.71480 -3.01759 0.20 0.29 0.11 0.088
C 2.17442 -0.96619 3.65999 -0.50 -0.52 0.42 -0.124
O 1.13039 -0.22060 3.11437 0.01 1.12 -1.55 -0.195
C 1.41652 1.20485 3.11752 -1.45 0.17 0.42 -0.186
C 0.35653 1.98630 2.38188 -1.11 0.20 -0.08 -0.203
N -0.91453 2.19822 3.10791 -0.50 -0.19 0.48 -0.011
C -1.88125 1.15310 2.76399 1.30 1.25 -0.42 -0.228
C -3.31430 1.42698 3.11241 -0.35 0.18 0.14 -0.187
O -3.77839 2.51297 2.29125 2.57 -0.42 1.53 -0.180
C -5.12135 2.77628 2.36083 -0.73 0.54 -1.49 -0.134
H 3.11341 -0.85743 3.11723 0.38 0.59 0.44 0.073
H 1.98393 -2.03572 3.57098 -0.56 -0.03 -0.08 0.083
H 2.14431 -0.72949 4.72355 1.12 -0.06 0.22 0.095
H 2.31194 1.54452 2.59700 0.74 -0.81 0.37 0.105
H 1.35816 1.53208 4.15561 0.64 0.11 0.20 0.124
H 0.17932 1.54942 1.39911 0.11 -0.23 0.65 0.071
H 0.72129 2.96915 2.08344 0.39 0.08 0.41 0.132
H -1.40692 3.01467 2.77466 0.63 0.66 -0.07 0.099
H -1.47067 0.20201 3.10305 -0.42 1.80 0.72 0.083
H -1.89892 1.12301 1.67455 0.53 -0.03 0.16 0.091
H -3.42204 1.58313 4.18577 -0.21 0.53 0.13 0.133
H -3.93587 0.56754 2.86121 -0.07 -0.34 0.24 0.118
H -5.60583 2.79939 3.33697 0.22 -0.28 0.17 0.093
H -5.56392 2.08262 1.64594 -0.97 -0.25 0.35 0.088
H -5.20398 3.75762 1.89365 -0.41 0.17 0.19 0.092
C -0.01867 -0.06061 -1.74253 -5.54 -3.94 7.22 -0.212
O -0.73157 -0.17667 -0.48854 -4.45 -3.34 -0.23 -0.145
C -2.19749 -0.06038 -0.62555 0.29 -1.59 0.58 -0.117
C -2.94996 -0.54743 0.61586 -1.29 -0.37 0.12 -0.183
N -2.55582 -1.89883 1.07968 -1.34 0.42 -0.30 -0.005
C -1.60061 -1.78750 2.13918 3.04 0.00 -1.40 -0.266
C -1.61279 -2.94056 3.04622 -1.25 -0.18 -0.49 -0.198
O -2.95501 -2.88729 3.52831 0.29 -0.28 -0.12 -0.208
C -3.22168 -3.69420 4.62927 0.12 0.42 0.59 -0.111
H -0.27046 -0.91522 -2.37050 -1.89 -0.50 0.57 0.161
H 1.04915 -0.18723 -1.56413 -2.73 -1.15 6.64 0.099
H -0.18421 0.90818 -2.21385 -1.15 -1.49 1.07 0.083
H -2.61149 -0.72957 -1.37979 0.77 -0.28 -0.51 0.127
H -2.53510 0.92736 -0.93940 0.26 0.40 0.40 0.124
H -3.97269 -0.48347 0.24432 -0.41 -0.75 -0.08 0.126
H -3.03205 0.14404 1.45445 0.30 -0.73 -1.08 0.043
H -3.24608 -2.48528 1.52659 -1.33 0.63 -0.76 0.098
H -1.60704 -0.86666 2.72238 -0.21 -2.00 -0.95 0.061
H -0.71914 -1.89748 1.50750 1.24 0.80 0.96 0.125
H -0.84407 -2.88575 3.81704 -0.10 0.04 0.19 0.130
H -1.48195 -3.81422 2.40771 0.09 -0.65 0.36 0.130
H -2.50999 -4.51715 4.69520 -0.35 -0.45 -0.10 0.087
H -4.27227 -3.98023 4.57878 0.16 -0.39 0.13 0.090
H -3.06270 -3.08222 5.51714 -0.13 -0.10 0.44 0.085
O -1.44367 2.89941 -1.96461 -1.68 1.39 -2.01 -0.038
H -1.26352 1.96060 -2.01357 -0.34 0.37 0.41 -0.009
H -0.70085 3.30973 -2.40743 -0.34 0.43 -0.17 0.023
O 1.67479 2.41785 -1.89981 -5.96 10.61 -12.17 0.106
H 0.95529 2.99290 -2.16034 -0.32 1.09 0.08 0.138
H 2.07699 2.14762 -2.72531 1.45 0.44 -0.75 0.137
O -0.24545 1.90373 -0.36142 1.87 4.26 1.23 -0.121
H 0.51410 1.61576 -0.86776 -0.76 0.16 1.47 0.003
H -0.65143 1.09267 -0.05548 0.31 -0.36 0.41 -0.058
```
Forces are in eV/Å.



Entry 2:
The following is a quantum chemistry calculation of a 9-piece molecular cluster, C19H56ClN12O15 overall, from the OMol25 dataset.

E_HOMO ... -6.069 eV
HOMO-LUMO gap ... 0.285 Ha
Total charge ... -1

Geometry as XYZ:
```
103
Properties=species:S:1:pos:R:3:forces:R:3:lowdin_charge:R:1
Cl 18.04945 -13.15033 -16.57307 -0.80 0.40 0.90 0.614
O 17.19894 -12.80333 -15.42245 0.93 0.36 -0.85 -0.411
O 19.32803 -13.62896 -16.09701 0.07 0.24 -0.06 -0.399
O 17.37089 -14.18631 -17.28493 -0.26 -0.87 -0.71 -0.399
O 18.23685 -12.02271 -17.47584 0.04 -0.09 0.69 -0.405
C 18.97328 -16.19737 -8.77336 0.76 1.36 2.36 -0.796
O 19.13002 -15.74946 -7.66691 0.29 0.18 1.95 0.037
N 19.16434 -15.49098 -9.86411 -0.69 0.08 -2.03 0.169
N 18.63383 -17.45014 -9.00917 -1.55 -4.58 0.11 0.144
H 19.91509 -14.81547 -9.87618 -0.37 -0.20 -0.57 0.129
H 18.84102 -16.16879 -10.53949 1.12 1.63 -1.93 0.101
H 18.40356 -17.91350 -9.87656 0.33 0.76 -0.29 0.104
H 18.42459 -18.09835 -8.26343 0.11 0.76 0.36 0.111
C 24.84806 -12.15212 -10.17339 -4.85 3.61 2.26 -0.697
O 24.06722 -11.25006 -9.67667 2.66 -2.92 -2.02 -0.032
N 25.69525 -12.86481 -9.50671 3.86 -1.68 3.82 0.136
N 24.78174 -12.72459 -11.36095 -1.31 0.69 -3.83 0.142
H 25.73721 -12.91023 -8.49861 0.06 0.50 -0.34 0.124
H 26.42856 -13.31684 -10.03401 -0.17 -0.17 0.69 0.105
H 24.19019 -12.26730 -12.03997 0.33 -0.12 -0.21 0.119
H 25.58515 -13.25373 -11.66857 -0.60 0.10 -0.35 0.103
C 23.57400 -13.27364 -22.33707 -0.35 -0.69 1.27 -0.867
O 22.98571 -14.28074 -22.12237 -1.70 -3.85 -0.74 0.067
N 24.54878 -13.07887 -23.16879 3.31 -1.33 -4.20 0.161
N 23.34036 -12.24043 -21.63119 -0.90 4.83 2.87 0.172
H 25.22900 -12.33230 -23.17657 -0.45 -0.24 0.05 0.107
H 24.67092 -13.88393 -23.76634 0.63 0.34 -0.07 0.116
H 22.51764 -12.25922 -21.04564 0.44 0.47 0.09 0.136
H 23.94980 -11.45793 -21.82188 -0.96 0.51 0.71 0.109
C 11.66887 -13.20350 -18.42366 -3.23 -3.02 0.08 -0.847
O 10.53837 -12.84994 -18.29632 -3.47 1.91 0.80 0.036
N 11.90444 -14.49703 -18.53481 2.14 -3.37 -0.59 0.156
N 12.66451 -12.42696 -18.49938 4.82 4.18 -0.08 0.185
H 12.87524 -14.76126 -18.62331 -0.27 -0.49 0.17 0.102
H 11.24401 -15.22171 -18.29237 0.00 0.66 -0.16 0.114
H 12.51047 -11.53560 -18.05014 0.28 0.02 -0.42 0.130
H 13.61815 -12.75047 -18.57688 -0.16 0.11 0.24 0.125
C 24.19065 -8.68311 -16.18443 1.71 5.41 0.95 -0.763
O 25.15007 -7.87073 -16.08512 -1.48 -1.46 -0.18 -0.025
N 24.27964 -9.93944 -16.18803 1.86 -7.14 -0.26 0.167
N 22.91945 -8.29488 -16.16626 -2.23 2.58 0.03 0.146
H 25.15806 -10.39323 -15.98176 -0.05 0.31 -0.38 0.125
H 23.48411 -10.56109 -16.21598 0.10 0.34 0.10 0.125
H 22.81180 -7.39630 -15.71785 -0.38 -0.06 -0.49 0.112
H 22.09735 -8.86189 -16.31709 0.41 -0.03 0.21 0.112
C 28.49449 -19.42330 -21.78606 -0.36 -0.86 -0.88 -0.157
O 28.50029 -18.95460 -20.50632 0.62 0.52 1.97 -0.188
C 28.02264 -17.62704 -20.36505 -0.53 -0.97 0.68 -0.201
C 28.08730 -17.17906 -18.89878 1.46 0.00 0.00 -0.217
N 27.45351 -18.09684 -17.94168 1.84 0.51 -2.06 -0.071
C 26.03389 -17.93292 -18.08668 -0.12 -2.39 2.31 -0.203
C 25.44731 -18.62106 -16.82897 -0.93 -0.29 0.04 -0.184
O 25.48328 -20.09635 -16.92291 0.61 1.30 -1.43 -0.211
C 24.69093 -20.80019 -15.96615 0.57 2.36 0.22 -0.101
H 28.37970 -20.50515 -21.71881 0.00 -0.11 -0.16 0.090
H 29.41701 -19.23277 -22.33448 0.20 0.31 -0.14 0.083
H 27.64238 -19.03103 -22.34118 -0.12 0.05 -0.32 0.086
H 26.96003 -17.70689 -20.59440 -0.21 0.60 -0.59 0.113
H 28.57984 -17.01021 -21.07015 -0.22 0.59 0.18 0.124
H 27.70775 -16.16481 -18.77491 -0.86 0.31 -0.53 0.104
H 29.11245 -16.94964 -18.60803 0.46 -0.82 0.01 0.112
H 27.86239 -17.84638 -17.05276 -0.68 -0.14 0.39 0.105
H 25.64285 -18.63069 -18.82714 0.13 0.91 -1.01 0.128
H 25.89729 -16.85291 -18.14170 -1.42 -0.10 -0.28 0.122
H 24.41532 -18.32999 -16.63312 -0.23 0.05 -0.23 0.114
H 26.02804 -18.14426 -16.03932 0.19 -0.87 0.88 0.107
H 23.67409 -20.40918 -16.00149 -0.30 -0.19 0.08 0.079
H 25.17419 -20.41356 -15.06889 -0.58 -1.05 1.01 0.083
H 24.68452 -21.88231 -16.09680 0.47 0.27 -0.17 0.086
C 26.67785 -9.08870 -24.39283 0.60 -2.04 1.02 -0.129
O 25.80587 -8.82149 -23.30509 0.21 2.41 -1.43 -0.186
C 25.63285 -7.37978 -23.20686 -0.05 -0.09 1.95 -0.204
C 24.61044 -6.68493 -24.08623 -0.04 -1.70 -1.16 -0.222
N 23.29065 -7.05441 -23.66798 -0.81 0.26 1.22 -0.096
C 22.30941 -6.54757 -24.57886 -2.26 -1.12 1.01 -0.200
C 20.86415 -6.83570 -23.93636 0.84 0.02 -0.58 -0.179
O 20.48351 -8.22830 -23.85213 0.20 0.79 -1.57 -0.202
C 19.07623 -8.34471 -23.61250 0.47 -0.73 2.20 -0.116
H 27.25696 -9.91832 -23.98728 0.12 -0.56 -0.45 0.077
H 27.47841 -8.37002 -24.56811 -0.60 0.65 -0.26 0.087
H 26.14543 -9.45741 -25.26958 0.09 0.48 -0.25 0.086
H 26.56938 -6.82376 -23.16392 0.51 -0.40 -0.72 0.113
H 25.35458 -7.33050 -22.15414 -0.75 0.54 -0.03 0.124
H 24.55036 -7.07443 -25.10248 1.56 -0.18 -0.76 0.110
H 24.75962 -5.62089 -24.26972 -0.03 0.17 0.88 0.124
H 23.21580 -8.05693 -23.76525 0.23 -0.33 0.55 0.116
H 22.33714 -7.08908 -25.52443 0.10 0.23 -0.58 0.112
H 22.52685 -5.48654 -24.70139 -0.65 0.11 -0.20 0.116
H 20.07021 -6.39085 -24.53624 0.20 0.67 0.09 0.103
H 20.93726 -6.44403 -22.92179 -0.36 0.29 0.06 0.115
H 18.36421 -7.57405 -23.90782 0.61 0.37 -0.77 0.081
H 19.05143 -8.33647 -22.52281 -0.66 0.03 0.33 0.085
H 18.67466 -9.32362 -23.87438 0.46 0.02 -0.52 0.086
C 16.26998 -20.43615 -14.10155 1.41 0.90 1.13 -0.216
C 15.06998 -20.53132 -13.23067 -0.40 -1.03 1.01 -0.300
O 14.08638 -19.63618 -13.67150 -0.60 0.14 -0.46 -0.044
O 17.06347 -19.24552 -13.77373 -0.69 -1.31 -0.77 -0.068
H 15.95446 -20.54681 -15.13899 -0.05 0.68 -0.22 0.123
H 16.92164 -21.29586 -13.94549 0.14 0.11 0.31 0.116
H 15.12857 -20.40363 -12.14977 1.30 0.53 0.14 0.121
H 14.82011 -21.59209 -13.21021 -0.95 -0.39 -0.81 0.108
H 13.53532 -19.41170 -12.91814 -0.10 0.10 -0.15 0.089
H 16.44727 -18.51056 -13.81552 -0.05 0.28 -0.14 0.074
```
Forces are in eV/Å.



> Among the records above, which one has the highest total charge?

C19H55N5O10



> Look up the E_HOMO of the second one.

-6.069 eV



> Number 2 is which compound?

C19H56ClN12O15